No. 1
The following is a DFT calculation (ωB97M-V with the def2-TZVPD basis set) of a 2-piece molecular cluster, C4H15N2O2 overall at a distorted geometry.

XYZ file:
```
23
C4H15N2O2 | the Open Molecules 2025 dataset | ωB97M-V with the def2-TZVPD basis set
N 0.1846 0.9260 3.0685
H 2.5206 0.6795 0.3334
C -0.0911 -0.9400 -0.3798
H 1.8529 -1.9623 -0.9479
H -2.8967 0.6368 -3.3724
H 1.0319 -1.2886 -2.2097
C 0.6437 -0.3595 0.9617
C -0.4267 0.3528 1.8720
H -0.3198 1.8114 3.4850
H 0.5632 -2.7506 -1.5248
H -0.9410 -0.0790 -1.8531
H -0.8826 1.1427 1.2661
H -0.9244 -1.5528 0.0234
H 1.6081 1.5332 1.3772
N 1.4876 0.8324 0.6353
H -1.3024 -0.3147 2.0501
H 1.1988 1.2238 -0.1974
H 1.2430 -1.0931 1.5591
H 0.1238 0.1124 3.7870
C 0.8243 -1.7461 -1.1945
O -1.9514 0.3860 -3.1933
O -0.3942 0.1979 -1.0192
H -1.5175 1.0784 -3.5597
```

## Properties
**Relative energy (zero: lowest compared OMol25 entry of this formula, charge and spin)**: 268.2 kJ/mol
**HOMO (spin up / spin down)**: -0.1009 / -0.3648 Eh
**⟨S²⟩**: 0.750
**Orbital gap (spin up / spin down)**: 3.1 / 10.2 eV
**Multiplicity**: 2

These are the Mulliken partial charges, in e, on atoms 1 to 4: N -0.52; H 1.42; C 0.29; H 0.47

***

No. 2
The following is a DFT calculation (ωB97M-V with the def2-TZVPD basis set) of a 3-piece molecular cluster, C4H15N2O2 overall at a distorted geometry.

XYZ file:
```
23
C4H15N2O2 | the Open Molecules 2025 dataset | ωB97M-V with the def2-TZVPD basis set
H 2.5073 0.8184 -0.4890
H 1.1047 0.6134 -1.4561
H -2.0831 -1.4285 -0.2598
C 0.6313 0.4522 0.6723
H 0.0270 -3.0806 -2.6536
C 1.5297 0.2354 -0.5370
N 1.8163 -1.2252 -0.6235
C -1.8096 0.6076 1.1897
N -1.1393 -1.0295 -0.4542
H -2.8321 0.3165 1.0155
H 0.2589 3.1650 3.3272
O -0.3424 -2.1793 -2.7353
H -1.7109 1.3264 2.0446
H -0.5589 -2.1543 -3.6981
H -1.1173 -0.7993 -1.4752
O 0.1148 3.2029 2.3684
H -0.3139 -1.7154 -0.2133
C -0.8261 0.1036 0.4885
H 2.4509 -1.6045 0.0528
H 0.5712 1.5541 0.6329
H 0.9610 0.1726 1.6568
H 1.3880 -1.6743 -1.4143
H -0.6685 3.7385 2.2255
```

## Properties
**Relative energy (zero: lowest compared OMol25 entry of this formula, charge and spin)**: 255.4 kJ/mol
**HOMO (spin up / spin down)**: -0.1060 / -0.3276 Eh
**⟨S²⟩**: 0.751
**Orbital gap (spin up / spin down)**: 3.4 / 9.4 eV
**Multiplicity**: 2

These are the Mulliken partial charges, in e, on atoms 1 to 4: H 0.33; H 0.42; H 0.79; C -0.33

***

No. 3
The following is a DFT calculation (ωB97M-V with the def2-TZVPD basis set) of a 3-piece molecular cluster, C4H15N2O2 overall at a distorted geometry.

XYZ file:
```
23
C4H15N2O2 | the Open Molecules 2025 dataset | ωB97M-V with the def2-TZVPD basis set
H -0.3756 1.3442 -2.5750
H 1.2707 0.8632 2.3553
N -0.8350 0.4844 0.3404
H 1.3026 -1.3795 2.2965
O -1.3719 -2.0562 1.4088
H -0.9744 -0.3346 0.9762
O -2.3638 0.3155 -1.9677
N 0.5812 1.3988 -2.3157
H 2.5231 0.8642 1.0083
C 1.4592 0.4912 1.2816
H -0.9205 -2.8663 1.3149
H -1.6327 -1.9307 2.2881
H 1.1028 1.6781 -3.0317
C 1.5570 -1.0655 1.3280
H 2.5658 -1.3873 1.3034
H 2.2344 1.3308 -1.0758
H -2.6314 -0.3155 -2.7093
C 0.5044 0.9085 0.1023
H -3.2367 0.8438 -2.0583
H -1.4564 1.1464 0.7692
C 1.0707 1.2219 -1.0979
H -1.3065 0.1400 -0.5474
H 0.9330 -1.6954 0.6057
```

## Properties
**Charge**: +1
**Relative energy (zero: lowest compared OMol25 entry of this formula, charge and spin)**: 211.7 kJ/mol
**HOMO**: -0.4338 Eh
**Orbital gap**: 8.8 eV
**Multiplicity**: 1

These are the Mulliken partial charges, in e, on atoms 1 to 4: H 0.14; H 0.33; N -0.08; H 0.32

***

No. 4
The following is a DFT calculation (ωB97M-V with the def2-TZVPD basis set) of a 2-piece molecular cluster, C4H15N2O2 overall at a distorted geometry.

XYZ file:
```
23
C4H15N2O2 | the Open Molecules 2025 dataset | ωB97M-V with the def2-TZVPD basis set
H -2.4373 -1.9665 -1.9857
H -0.2856 2.6593 0.0306
H -1.3825 -1.3565 0.7775
H 1.8277 3.2138 0.4234
O 0.9616 0.0797 3.2182
H -1.9085 0.6474 -0.6245
N -1.1179 -1.3615 -0.2564
H -0.8080 -0.0241 -1.8347
H 0.1029 0.5925 0.9547
H 0.5947 2.2989 -1.6213
C -1.9198 -2.3421 -1.0300
H 1.4810 -1.0429 0.2058
H 2.2752 0.3126 -0.4062
H 0.4339 0.5649 3.8398
H 1.5635 -0.4515 3.5669
C -1.0185 -0.0261 -0.7476
O 1.7883 2.3430 -0.0407
H -2.5929 -2.9142 -0.3446
H 1.4028 -0.6181 -1.4284
N 1.4808 -0.2573 -0.4709
H -1.2284 -3.1135 -1.4836
C 0.3009 0.6469 -0.2084
C 0.4862 2.1154 -0.5337
```

## Properties
**Charge**: +1
**Relative energy (zero: lowest compared OMol25 entry of this formula, charge and spin)**: 228.5 kJ/mol
**HOMO**: -0.4662 Eh
**Orbital gap**: 9.7 eV
**Multiplicity**: 1

These are the Mulliken partial charges, in e, on atoms 1 to 4: H 0.27; H 0.41; H 0.28; H 0.33